Record 1
The following is a DFT calculation (ωB97M-V/def2-TZVPD) of an isolated molecule of C5H10N2O at a distorted geometry.

Computed properties:
Structure (SMILES): [H]/N=C(/N)[C@]1(C)CCO1
Kohn-Sham gap: 10.262 eV
DFT total energy: -10372.657 eV
ΔE to the lowest compared entry with this formula, charge and spin: 255.49 kJ/mol

Geometry (Å):
H (1.6068, 1.2315, 1.1936)
N (2.1503, 0.3358, 0.8773)
C (1.3818, -0.1378, -0.0173)
N (1.7366, -1.2596, -0.7906)
C (-0.0045, 0.2113, -0.1780)
C (-0.2791, 1.4552, -1.0281)
C (-0.7761, 0.1278, 1.1866)
C (-1.6464, -0.9836, 0.3541)
O (-0.9384, -0.7448, -0.8212)
H (0.9180, -1.8872, -0.9603)
H (2.6156, -1.5629, -0.4937)
H (-1.3248, 1.6768, -1.1677)
H (0.1277, 2.4609, -0.6574)
H (0.0116, 1.1796, -2.1386)
H (-0.0686, -0.3186, 1.9903)
H (-1.4037, 0.9892, 1.5047)
H (-2.7555, -0.9077, 0.2136)
H (-1.3513, -1.8659, 0.9327)

Record 2
The following is a DFT calculation (ωB97M-V/def2-TZVPD) of an isolated molecule of C5H10N2O at a distorted geometry.

Computed properties:
Structure (SMILES): [H]/N=C(NO)/C(C)=C/C
Kohn-Sham gap (alpha / beta): 8.316 / 8.314 eV
DFT total energy: -10370.651 eV
ΔE to the lowest compared entry with this formula, charge and spin: 449.07 kJ/mol

Geometry (Å):
H (0.2084, 2.7051, -1.7538)
N (0.8402, 2.1404, -1.1801)
C (0.1654, 1.1849, -0.6381)
N (-1.1769, 0.7933, -1.0440)
O (-1.5748, 1.1261, -2.3674)
C (0.6255, 0.0509, 0.1228)
C (1.7286, 0.1618, 1.1261)
C (-0.3536, -0.9497, 0.0421)
C (-0.7119, -1.8280, 1.2070)
H (-1.9641, 0.7716, -0.4048)
H (-0.7946, 0.8802, -2.8973)
H (2.4877, -0.6141, 0.9748)
H (2.2225, 1.1344, 1.0629)
H (1.3505, 0.0553, 2.1484)
H (-0.6476, -1.4127, -0.8994)
H (-1.5902, -2.4348, 0.9707)
H (-0.9206, -1.2419, 2.1046)
H (0.1055, -2.5228, 1.4255)

Record 3
The following is a DFT calculation (ωB97M-V/def2-TZVPD) of a cluster of 2 separate species, C5H10N2O in total at a distorted geometry.

Computed properties:
Kohn-Sham gap (alpha / beta): 7.012 / 7.009 eV
DFT total energy: -10368.841 eV
ΔE to the lowest compared entry with this formula, charge and spin: 623.66 kJ/mol

Geometry (Å):
C (-1.3171, -0.0402, 0.1553)
C (0.7206, 0.1653, -0.5953)
N (-1.3900, -1.4273, 0.0076)
N (-2.2697, 0.6603, -0.5693)
C (1.4804, -0.1549, 0.5470)
C (0.7613, 1.2416, -1.3636)
C (2.7218, -0.6012, 0.7266)
O (-1.2366, 0.3643, 1.4312)
H (-0.4365, -0.2072, 1.9397)
H (-1.8314, -1.7115, -0.8592)
H (-0.5047, -1.9066, 0.1382)
H (-2.2503, 1.6573, -0.4255)
H (-3.1654, 0.2342, -0.7607)
H (0.8877, -0.1599, 1.6011)
H (0.0464, 2.0618, -1.2621)
H (1.2619, 1.2642, -2.3217)
H (3.0958, -0.8463, 1.7088)
H (3.4259, -0.5939, -0.0978)

Record 4
The following is a DFT calculation (ωB97M-V/def2-TZVPD) of a structure of composition C5H10N2O at a distorted geometry.

Computed properties:
Kohn-Sham gap: 10.180 eV
DFT total energy: -10369.056 eV
ΔE to the lowest compared entry with this formula, charge and spin: 603.00 kJ/mol

Geometry (Å):
C (-2.1135, 0.2726, -0.0034)
C (0.1698, -0.0145, 0.7778)
C (1.1430, 0.0367, -0.3481)
C (2.3774, 0.9286, -0.2086)
C (2.4551, -0.5742, -0.1021)
H (-4.0638, 0.0438, -0.6617)
H (-3.4046, -1.2608, -0.9846)
H (-1.4977, -1.5913, 0.4670)
H (-0.1589, 1.0724, 1.3571)
H (0.4397, -0.3617, 1.6903)
H (0.3705, 0.0400, -1.5559)
H (2.6707, 1.6253, -0.8565)
H (2.5367, 1.5540, 0.6376)
H (2.5313, -1.1724, 0.8684)
H (3.0017, -1.2702, -1.2677)
N (-3.3334, -0.3303, -0.2810)
N (-1.1346, -0.4919, 0.4232)
O (-1.9896, 1.4939, 0.0482)

Record 5
The following is a DFT calculation (ωB97M-V/def2-TZVPD) of an isolated molecule of C5H10N2O at a distorted geometry.

Computed properties:
Kohn-Sham gap: 7.269 eV
DFT total energy: -10372.576 eV
ΔE to the lowest compared entry with this formula, charge and spin: 263.30 kJ/mol

Geometry (Å):
C (1.4885, 0.5324, -0.6758)
C (-0.7822, 1.7366, -0.1387)
C (-0.5813, -0.8063, -0.0620)
C (0.0754, 0.4946, -0.1291)
N (-1.4563, -1.0568, 0.9434)
N (-0.4338, -1.7318, -1.0287)
C (1.4151, 0.2043, 0.7962)
O (1.4282, -1.0533, 1.1763)
H (-1.8351, -1.9905, 1.0155)
H (-1.3262, -0.4568, 1.7464)
H (-0.8173, -2.6562, -0.9024)
H (0.4344, -1.6876, -1.5410)
H (1.7016, 1.0048, 1.4908)
H (1.8487, -0.2661, -1.3170)
H (1.8233, 1.5231, -0.9640)
H (-1.5089, 1.7323, 0.6765)
H (-0.1548, 2.6175, -0.0014)
H (-1.3193, 1.8599, -1.0850)

Record 6
The following is a DFT calculation (ωB97M-V/def2-TZVPD) of a structure of composition C5H10N2O2 at a distorted geometry.

Computed properties:
Kohn-Sham gap (alpha / beta): 7.665 / 7.667 eV
DFT total energy: -12415.907 eV
ΔE to the lowest compared entry with this formula, charge and spin: 729.95 kJ/mol

Geometry (Å):
C (0.9907, -2.0746, 0.1783)
C (0.5821, -0.8446, -0.5359)
C (-1.1512, -0.3678, 0.1995)
C (-2.1049, -0.8451, -0.6176)
N (1.0075, -0.3341, -1.5617)
H (0.7839, 0.6284, -1.8155)
H (-1.1699, -0.6827, 1.2398)
H (1.9985, -2.3520, -0.1378)
H (0.9677, -1.8938, 1.2522)
H (0.2971, -2.8794, -0.0703)
H (-2.1097, -0.6295, -1.6812)
H (-2.9118, -1.4644, -0.2414)
N (1.5391, 2.2052, 0.4826)
C (-0.7161, 1.3989, 0.3081)
O (0.6132, 1.2033, 0.9665)
O (-1.5130, 2.1405, 0.9097)
H (2.3139, 2.0973, 1.1357)
H (1.0939, 3.0849, 0.7607)
H (-0.5112, 1.6094, -0.7718)

Record 7
The following is a DFT calculation (ωB97M-V/def2-TZVPD) of an isolated molecule of C5H10N2O2 at a distorted geometry.

Computed properties:
Structure (SMILES): [H]/N=C(/C)N(O)[C@@H](C)C=O
Kohn-Sham gap: 9.492 eV
DFT total energy: -12419.106 eV
ΔE to the lowest compared entry with this formula, charge and spin: 421.28 kJ/mol

Geometry (Å):
H (-0.3712, -1.4520, -2.5572)
N (-0.6327, -0.4668, -2.4976)
C (-0.4277, -0.0012, -1.3161)
C (-0.7097, 1.4733, -1.1620)
N (0.5914, -0.7821, -0.3577)
O (0.5394, -2.1479, -0.6168)
C (0.4012, -0.5753, 1.0620)
C (1.2304, 0.5872, 1.5854)
C (-1.1444, -0.3564, 1.1138)
O (-1.6563, 0.5647, 1.7508)
H (-0.1177, 1.9346, -0.3729)
H (-0.5290, 2.0062, -2.0985)
H (-1.7693, 1.6061, -0.9267)
H (1.2926, -2.2965, -1.2167)
H (0.6203, -1.4803, 1.6375)
H (0.6863, 1.1850, 2.3197)
H (1.5527, 1.2502, 0.7776)
H (2.1381, 0.2116, 2.0684)
H (-1.6944, -1.2603, 0.8070)

Record 8
The following is a DFT calculation (ωB97M-V/def2-TZVPD) of an isolated molecule of C5H10N2O2 at a distorted geometry.

Computed properties:
Structure (SMILES): C/N=C(\C(=O)O)N(C)C
Kohn-Sham gap: 9.389 eV
DFT total energy: -12421.692 eV
ΔE to the lowest compared entry with this formula, charge and spin: 171.80 kJ/mol

Geometry (Å):
C (0.8022, -1.3536, 2.2234)
N (0.2447, -1.2304, 0.8721)
C (0.1990, -0.1084, 0.2704)
C (0.6791, 1.1806, 0.8463)
O (0.3276, 1.6603, 1.9077)
O (1.5109, 1.7416, -0.0297)
N (-0.2819, -0.0061, -1.0343)
C (-0.8203, -1.2310, -1.6068)
C (-1.0021, 1.1728, -1.5026)
H (1.3486, -2.3521, 2.3314)
H (-0.0887, -1.3119, 2.9294)
H (1.5383, -0.5252, 2.5197)
H (1.8776, 2.5395, 0.4366)
H (-1.7735, -1.5722, -1.1532)
H (-0.0527, -1.9779, -1.4616)
H (-0.9840, -1.1243, -2.6692)
H (-2.0863, 1.1561, -1.3610)
H (-0.7919, 1.2971, -2.5891)
H (-0.6468, 2.0452, -0.9296)

Record 9
The following is a DFT calculation (ωB97M-V/def2-TZVPD) of a cluster of 2 separate species, C5H10N2O2 in total at a distorted geometry.

Computed properties:
Structure (SMILES): C=C=C(O)C=O.CNN
Kohn-Sham gap: 8.538 eV
DFT total energy: -12418.247 eV
ΔE to the lowest compared entry with this formula, charge and spin: 504.22 kJ/mol

Geometry (Å):
C (-2.0851, -0.5944, -0.5872)
C (-0.8116, -0.5593, -0.8751)
C (0.2327, -0.7838, -1.7032)
O (0.4392, -2.0622, -2.2197)
C (1.1868, 0.2432, -2.0087)
O (1.1315, 1.4161, -1.6413)
H (-2.4461, -0.5592, 0.4312)
H (-2.8179, -0.6664, -1.3795)
H (1.2983, -2.3820, -1.9210)
H (2.0226, -0.0966, -2.6505)
C (-0.5634, 1.2145, 1.9441)
N (0.1342, 0.5078, 0.8764)
N (1.2474, -0.2797, 1.2705)
H (0.0973, 1.9246, 2.4590)
H (-0.9424, 0.5010, 2.6729)
H (-1.3934, 1.7739, 1.5112)
H (0.4535, 1.1652, 0.1542)
H (1.9091, 0.2765, 1.8145)
H (0.9073, -1.0393, 1.8523)

Record 10
The following is a DFT calculation (ωB97M-V/def2-TZVPD) of a cluster of 2 separate species, C5H10N2O2S in total at a distorted geometry.

Computed properties:
Kohn-Sham gap (alpha / beta): 7.041 / 7.379 eV
DFT total energy: -23248.258 eV
⟨S²⟩: 2.01
Multiplicity: 3
ΔE to the lowest compared entry with this formula, charge and spin: 379.99 kJ/mol

Geometry (Å):
C (1.1248, 2.2090, 0.6570)
C (1.7768, 1.4683, -0.3982)
C (0.3285, -0.8120, 2.5386)
C (-1.5868, -0.8507, -0.3716)
C (0.6665, -0.4088, 1.1291)
N (-0.8150, -1.5319, -2.8415)
N (1.2146, 0.8397, 0.8771)
O (0.9359, 3.1698, 1.3794)
O (-0.3936, 0.7820, -2.0619)
S (-1.3245, -0.3401, -2.0620)
H (1.3099, 1.6234, -1.3807)
H (2.8721, 1.6454, -0.5197)
H (0.5402, 0.1027, 3.2385)
H (0.8226, -1.7483, 2.7852)
H (-0.7683, -0.9486, 2.5439)
H (-2.1738, -0.0437, 0.1985)
H (-1.9115, -1.8765, -0.2985)
H (1.2237, -1.1135, 0.5249)
H (-1.2885, -2.2742, -3.2598)
H (-2.5537, 0.1081, -2.6784)

Record 11
The following is a DFT calculation (ωB97M-V/def2-TZVPD) of an isolated molecule of C5H10N2O3 at a distorted geometry.

Computed properties:
Structure (SMILES): CNCC(=O)NCC(=O)O
Kohn-Sham gap: 10.075 eV
DFT total energy: -14467.752 eV
ΔE to the lowest compared entry with this formula, charge and spin: 327.98 kJ/mol

Geometry (Å):
C (2.0239, -0.0694, 1.0618)
N (1.3847, -0.9718, 0.1832)
C (0.1870, -1.6858, 0.4929)
C (-0.6132, -0.6482, 1.1975)
O (-1.4005, -1.0754, 2.0585)
N (-0.5011, 0.7751, 1.0014)
C (-0.2108, 1.5034, -0.2708)
C (-0.5904, 0.9426, -1.6291)
O (-1.3282, 1.4024, -2.4180)
O (0.1837, -0.1049, -1.8785)
H (2.9067, 0.2595, 0.5890)
H (1.4124, 0.7446, 1.4321)
H (2.3264, -0.7017, 2.0187)
H (2.2111, -1.5768, -0.1775)
H (-0.1227, -2.2072, -0.4481)
H (0.4093, -2.5458, 1.0807)
H (-0.9041, 1.5124, 1.6905)
H (0.9864, 1.5589, -0.3954)
H (-0.5574, 2.5063, -0.2322)
H (0.7276, -0.2054, -1.0591)

Record 12
The following is a DFT calculation (ωB97M-V/def2-TZVPD) of a cluster of 3 separate species, C5H10N2O8 in total at a distorted geometry.

Computed properties:
Kohn-Sham gap (alpha / beta): 9.445 / 3.918 eV
DFT total energy: -24695.851 eV
ΔE to the lowest compared entry with this formula, charge and spin: 336.50 kJ/mol

Geometry (Å):
H (-1.0695, -0.8664, -2.0660)
O (-0.2585, -1.4213, -1.9313)
C (-0.3273, -2.1291, -0.8346)
C (-1.5714, -2.8381, -0.4694)
O (-2.6171, -2.2618, -1.2717)
C (-0.2330, -0.3532, 0.7616)
C (0.0297, -1.1557, 1.9953)
C (0.9733, 0.4593, 0.2864)
O (2.0239, -0.4164, 0.0419)
N (3.1776, 0.5714, -0.2766)
O (2.8619, 1.7436, -0.1778)
O (4.2124, 0.0335, -0.5588)
O (-1.3339, -0.3048, 0.1887)
O (-0.6432, 3.7649, 3.0117)
N (-1.5507, 3.0102, 2.6589)
O (-2.6817, 2.8950, 3.0939)
H (0.6295, -2.5301, -0.4633)
H (-1.4245, -3.9008, -0.7116)
H (-1.7542, -2.6913, 0.6010)
H (-3.4597, -2.3749, -0.7942)
H (0.8203, -1.9027, 1.8082)
H (0.3383, -0.4501, 2.7862)
H (-0.8923, -1.6588, 2.3108)
H (0.7275, 0.9813, -0.6382)
H (1.2022, 1.1694, 1.0849)

Record 13
The following is a DFT calculation (ωB97M-V/def2-TZVPD) of a structure of composition C5H10N2S at a distorted geometry.

Computed properties:
Kohn-Sham gap: 9.494 eV
DFT total energy: -19157.562 eV
ΔE to the lowest compared entry with this formula, charge and spin: 515.61 kJ/mol

Geometry (Å):
C (-1.2070, -0.3270, 0.0512)
C (-0.3603, 0.4636, 0.9419)
C (0.7654, -0.6723, 1.2385)
C (-0.2104, -0.0299, -0.9445)
C (0.0668, 1.3166, -0.1558)
H (-3.1434, -0.6283, 0.4724)
H (-2.8231, 1.1117, 0.0864)
H (-1.2202, -1.4556, 0.4031)
H (-0.7595, 0.7625, 2.0127)
H (1.6963, -0.6179, 2.0668)
H (-0.1111, -1.3104, 1.9690)
H (-0.4550, -0.2134, -2.0722)
H (-0.8609, 1.8401, -0.5086)
H (2.0680, 1.0681, -0.4300)
H (1.5054, 2.7758, -0.6513)
N (-2.6244, -0.0844, -0.3102)
N (1.4204, 1.9307, -0.0491)
S (1.1378, -1.2976, -0.4763)

Record 14
The following is a DFT calculation (ωB97M-V/def2-TZVPD) of an isolated molecule of C5H10N2S at a distorted geometry.

Computed properties:
Structure (SMILES): CC(C)=C/N=C\NS
Kohn-Sham gap: 8.040 eV
DFT total energy: -19160.645 eV
ΔE to the lowest compared entry with this formula, charge and spin: 218.13 kJ/mol

Geometry (Å):
C (1.9917, 0.7613, 0.7380)
C (1.2340, -0.2211, -0.0696)
C (1.8623, -1.5235, -0.4342)
C (-0.0214, 0.0941, -0.5304)
N (-0.6268, 1.2610, -0.3215)
C (-1.9625, 1.3700, -0.2448)
N (-2.9582, 0.4171, -0.2327)
S (-2.9291, -1.1682, 0.2366)
H (2.0507, 0.4210, 1.7686)
H (1.5140, 1.7149, 0.5814)
H (3.0419, 0.7749, 0.3161)
H (2.7388, -1.3548, -1.0758)
H (1.3030, -2.2406, -1.0569)
H (2.3803, -1.8998, 0.4571)
H (-0.5683, -0.6513, -1.1047)
H (-2.4329, 2.3427, -0.3512)
H (-3.7910, 0.9138, -0.2619)
H (-2.8263, -1.0112, 1.5859)